C45H45N9 | ωB97M-V/def2-TZVPD

```
99
Properties=species:S:1:pos:R:3
C -6.229 -5.409 -6.158
C -6.232 -4.558 -5.016
C -5.773 -3.209 -5.169
N -5.391 -2.605 -6.380
C -5.299 -3.479 -7.437
C -5.778 -4.824 -7.353
H -6.710 -6.376 -6.175
H -6.482 -4.939 -4.037
H -5.915 -2.509 -4.359
H -5.070 -3.167 -8.445
H -5.823 -5.385 -8.275
C -0.514 -0.012 9.865
C -1.771 0.558 9.612
C -2.383 1.408 10.579
N -1.888 1.613 11.800
C -0.718 1.035 12.092
C 0.030 0.273 11.149
H -0.019 -0.712 9.209
H -2.303 0.286 8.712
H -3.303 1.954 10.427
H -0.396 1.178 13.113
H 0.978 -0.140 11.462
C -0.333 5.751 -6.118
C -1.033 5.376 -4.974
C -2.340 5.942 -4.779
N -2.912 6.786 -5.659
C -2.135 7.214 -6.661
C -0.864 6.713 -6.976
H 0.692 5.413 -6.120
H -0.697 4.620 -4.279
H -2.898 5.747 -3.875
H -2.685 7.853 -7.336
H -0.218 6.965 -7.804
C 4.883 -7.195 0.597
C 3.899 -6.417 0.088
C 4.017 -5.007 0.156
N 5.044 -4.355 0.720
C 5.930 -5.139 1.418
C 5.883 -6.550 1.386
H 4.894 -8.275 0.591
H 3.084 -6.923 -0.408
H 3.348 -4.307 -0.322
H 6.785 -4.679 1.891
H 6.632 -7.123 1.912
C -0.069 10.811 2.839
C -0.369 9.958 3.885
C -1.022 8.772 3.541
N -1.478 8.425 2.326
C -1.224 9.354 1.334
C -0.512 10.524 1.545
H 0.475 11.739 2.939
H 0.114 10.164 4.829
H -1.131 7.986 4.274
H -1.540 9.016 0.358
H -0.277 11.245 0.776
C -2.389 -7.590 -0.679
C -2.103 -8.233 0.512
C -1.466 -9.438 0.522
N -1.345 -10.128 -0.588
C -1.646 -9.521 -1.795
C -2.143 -8.204 -1.864
H -2.843 -6.615 -0.776
H -2.150 -7.647 1.418
H -1.188 -9.821 1.493
H -1.505 -10.051 -2.725
H -2.250 -7.638 -2.777
C -1.026 1.240 2.137
C -0.776 -0.064 2.428
C -1.009 -1.030 1.441
N -1.526 -0.692 0.237
C -1.779 0.643 -0.053
C -1.487 1.635 0.868
H -0.828 2.058 2.813
H -0.314 -0.338 3.365
H -0.734 -2.057 1.632
H -2.234 0.845 -1.011
H -1.845 2.648 0.751
C 4.218 2.832 3.904
C 4.567 3.426 5.116
C 5.502 2.762 5.919
N 5.978 1.523 5.592
C 5.571 1.016 4.419
C 4.706 1.625 3.452
H 3.557 3.385 3.253
H 4.201 4.429 5.279
H 5.692 3.026 6.949
H 6.124 0.096 4.302
H 4.353 1.177 2.534
C 2.838 -1.021 -6.273
C 3.594 -0.638 -7.390
C 2.910 -0.135 -8.464
N 1.587 0.103 -8.414
C 0.859 -0.242 -7.353
C 1.424 -0.838 -6.246
H 3.348 -1.533 -5.471
H 4.624 -0.953 -7.471
H 3.348 0.068 -9.430
H -0.215 -0.292 -7.456
H 0.846 -1.207 -5.411
```

2S+1: 1
SMILES: c1ccncc1.c1ccncc1.c1ccncc1.c1ccncc1.c1ccncc1.c1ccncc1.c1ccncc1.c1ccncc1.c1ccncc1
Kohn-Sham gap (eV): 9.782
Lowest unoccupied orbital energy (eV): 0.2703
E_HOMO (eV): -9.5

Löwdin population analysis, charges in e, atoms 1 to 4: -0.08, -0.07, -0.12, 0.04

C2H29O15 | ωB97M-V/def2-TZVPD

```
46
Properties=species:S:1:pos:R:3
C -0.217 0.707 0.556
C 0.171 -0.778 0.530
O -0.709 -1.640 0.744
O 1.429 -1.039 0.455
H 0.668 1.317 0.686
H -0.906 0.908 1.378
H -0.755 0.934 -0.365
O 1.518 -3.940 0.517
H 1.561 -4.077 1.471
H 1.212 -3.009 0.426
O 1.832 1.410 -2.678
H 2.700 1.043 -2.475
H 1.226 0.707 -2.405
O -2.288 2.434 -1.921
H -2.108 3.161 -1.311
H -1.766 2.644 -2.707
O -2.916 -0.304 -2.753
H -2.605 0.547 -2.389
H -3.475 -0.063 -3.498
O 2.864 0.649 2.326
H 2.293 0.272 1.627
H 3.370 -0.108 2.638
O 1.700 -2.704 3.028
H 1.205 -2.452 3.814
H 1.579 -1.967 2.406
O -4.156 1.576 0.195
H -3.337 1.961 -0.122
H -3.878 0.723 0.584
O 3.342 -0.944 -1.443
H 3.185 -1.894 -1.447
H 2.712 -0.611 -0.780
O 0.460 4.422 2.200
H 1.333 4.099 1.907
H 0.653 5.040 2.912
O -0.144 -0.700 -2.535
H 0.242 -1.344 -1.924
H -1.080 -0.949 -2.614
O -1.915 -4.081 -0.387
H -1.339 -3.448 0.088
H -2.616 -3.539 -0.759
O -3.473 -1.114 0.768
H -3.442 -1.442 -0.136
H -2.543 -1.170 1.077
O 2.675 3.281 0.868
H 2.330 2.422 1.162
H 3.409 3.062 0.287
```

2S+1: 1
Charge: -1
Kohn-Sham gap (eV): 9.587
Lowest unoccupied orbital energy (eV): 2.4014
E_HOMO (eV): -7.2

Löwdin population analysis, charges in e, atoms 1 to 4: 0.03, -0.65, -0.04, -0.13

C2H7OSi | ωB97M-V/def2-TZVPD

```
11
Properties=species:S:1:pos:R:3
C 1.961 0.417 0.101
C -1.646 0.503 -0.246
O 0.878 0.054 -0.365
Si -0.305 -1.082 0.249
H 2.566 0.915 -0.700
H 2.341 0.458 1.202
H -1.584 1.364 0.567
H -1.246 1.016 -1.229
H -2.687 0.058 -0.439
H -0.530 -1.780 1.600
H 0.252 -1.923 -0.740
```

2S+1: 1
Charge: +1
Kohn-Sham gap (eV): 9.118
Lowest unoccupied orbital energy (eV): -6.1875
E_HOMO (eV): -15.3

Löwdin population analysis, charges in e, atoms 1 to 4: 0.11, -0.19, -0.20, 0.83

C37H48AsMnN8O3P2S2 | ωB97M-V/def2-TZVPD

```
102
Properties=species:S:1:pos:R:3
Mn 1.140 -0.324 1.459
N 6.207 0.900 1.317
N 4.880 1.055 1.436
N 4.363 2.117 2.022
C 3.078 1.845 1.994
N 2.855 0.653 1.407
N 4.035 0.154 1.059
H 6.727 1.758 1.415
H 6.501 0.231 0.625
H 2.326 2.510 2.383
C 3.998 -4.242 4.543
N 3.418 -3.563 3.395
C 3.445 -4.083 2.049
C 2.709 -3.000 1.294
O 2.476 -3.010 0.108
N 2.340 -2.006 2.173
C 2.804 -2.388 3.398
N 2.712 -1.628 4.482
H 4.156 -5.286 4.287
H 3.323 -4.206 5.398
H 4.959 -3.808 4.826
H 2.922 -5.039 1.962
H 4.462 -4.212 1.675
H 2.110 -0.821 4.467
H 3.002 -1.978 5.381
C -0.325 0.175 -1.787
C 0.281 1.460 -2.331
As -0.957 2.264 -3.660
C -2.677 2.374 -2.779
C -3.680 1.431 -3.012
C -4.891 1.555 -2.351
C -5.114 2.622 -1.488
C -4.111 3.554 -1.250
C -2.895 3.438 -1.902
C -1.142 1.060 -5.135
C -0.183 0.085 -5.422
C -0.375 -0.756 -6.501
C -1.487 -0.598 -7.325
C -2.417 0.404 -7.068
C -2.236 1.249 -5.990
P 0.828 -1.004 -0.845
C 2.132 -1.150 -2.104
C 2.127 -2.145 -3.074
C 3.098 -2.141 -4.066
C 4.080 -1.162 -4.085
C 4.103 -0.181 -3.103
C 3.130 -0.176 -2.114
C -0.381 -2.377 -0.800
C -1.032 -2.867 -1.931
C -2.002 -3.851 -1.815
C -2.341 -4.362 -0.572
C -1.705 -3.880 0.563
C -0.737 -2.897 0.445
H -0.702 -0.447 -2.601
H -1.170 0.402 -1.136
H 1.224 1.296 -2.850
H 0.450 2.200 -1.548
H -3.513 0.603 -3.687
H -5.668 0.822 -2.523
H -6.081 2.737 -1.016
H -4.287 4.385 -0.581
H -2.122 4.183 -1.752
H 0.699 -0.024 -4.803
H 0.352 -1.528 -6.717
H -1.612 -1.238 -8.188
H -3.269 0.535 -7.721
H -2.938 2.054 -5.807
H 1.393 -2.940 -3.039
H 3.095 -2.914 -4.824
H 4.837 -1.171 -4.858
H 4.880 0.572 -3.109
H 3.130 0.590 -1.348
H -0.786 -2.499 -2.920
H -2.503 -4.214 -2.703
H -3.095 -5.132 -0.480
H -1.967 -4.275 1.536
H -0.243 -2.545 1.339
C -4.152 -0.013 2.137
C -3.337 1.251 1.982
C -4.150 2.525 2.082
O -2.338 1.291 3.065
P -0.787 1.237 2.972
S 0.002 -0.559 3.444
S -0.127 1.539 1.064
O -0.162 2.210 3.998
C -0.504 3.501 4.657
C 0.618 3.743 5.643
C -1.856 3.409 5.328
H -4.893 -0.053 1.338
H -4.673 -0.023 3.094
H -3.519 -0.898 2.068
H -2.798 1.229 1.033
H -4.665 2.574 3.042
H -4.896 2.549 1.289
H -3.507 3.401 1.984
H -0.500 4.258 3.872
H 0.577 3.007 6.445
H 0.503 4.737 6.074
H 1.593 3.690 5.158
H -1.836 2.647 6.107
H -2.643 3.174 4.615
H -2.091 4.368 5.791
```

2S+1: 4
Charge: +3
Kohn-Sham gap (alpha / beta) (eV): 6.788 / 6.107
Lowest unoccupied orbital energy (alpha / beta) (eV): -9.0626 / -10.0439
Expectation value of S²: 4.085
E_HOMO (alpha / beta) (eV): -15.9 / -16.2

Löwdin population analysis, charges in e, atoms 1 to 4: 0.19, 0.18, -0.24, 0.18

Number 1: F_max 3.1 eV/Å. Number 2: F_max 1.5 eV/Å. Number 3: F_max 4.7 eV/Å. Number 4: F_max 1.3 eV/Å.